# 1
Formula: C30H45AsAuBN9O2S3
Source: OMol25
Level of theory: ωB97M-V with the def2-TZVPD basis set

Properties
E_HOMO (spin up / spin down) (eV): -9.6703 / -9.6693
2S+1: 1
Total charge: +1
HOMO-LUMO gap (spin up / spin down) (eV): 4.31 / 4.40

Geometry (Å):
Au (0.134, -0.227, -0.280)
C (-1.243, 2.456, -4.022)
C (0.088, 2.046, -3.374)
C (0.269, 0.534, -3.475)
C (0.133, 2.588, -1.965)
C (0.105, 3.954, -1.615)
C (0.062, 3.975, -0.242)
N (0.062, 2.705, 0.207)
N (0.113, 1.849, -0.863)
B (0.035, 2.235, 1.697)
N (-1.270, 1.392, 1.949)
C (-2.170, 1.557, 2.949)
C (-3.287, 0.816, 2.651)
C (-3.008, 0.229, 1.388)
N (-1.787, 0.578, 0.999)
C (-3.918, -0.627, 0.543)
C (-5.341, -0.067, 0.576)
C (-3.445, -0.766, -0.902)
N (1.394, 1.517, 1.988)
C (2.335, 1.965, 2.852)
C (3.461, 1.196, 2.705)
C (3.137, 0.284, 1.671)
N (1.893, 0.496, 1.251)
C (4.058, -0.773, 1.123)
C (3.409, -1.655, 0.065)
C (5.340, -0.125, 0.586)
H (-1.275, 2.135, -5.067)
H (-2.077, 1.992, -3.489)
H (-1.383, 3.538, -3.994)
H (0.896, 2.530, -3.926)
H (-0.535, 0.013, -2.948)
H (0.239, 0.235, -4.526)
H (1.227, 0.213, -3.055)
H (0.121, 4.797, -2.289)
H (0.031, 4.805, 0.451)
H (-0.018, 3.196, 2.429)
H (-1.976, 2.218, 3.784)
H (-4.196, 0.754, 3.235)
H (-3.946, -1.625, 0.988)
H (-5.373, 0.919, 0.104)
H (-6.016, -0.731, 0.029)
H (-5.719, 0.035, 1.598)
H (-3.414, 0.212, -1.392)
H (-2.446, -1.195, -0.962)
H (-4.131, -1.414, -1.454)
H (2.149, 2.831, 3.464)
H (4.402, 1.288, 3.230)
H (4.333, -1.408, 1.973)
H (3.060, -1.058, -0.782)
H (4.136, -2.383, -0.303)
H (2.557, -2.199, 0.479)
H (5.105, 0.541, -0.249)
H (5.846, 0.463, 1.356)
H (6.031, -0.893, 0.234)
C (1.534, -1.724, 5.909)
As (-0.118, -0.952, 5.267)
C (-1.425, -2.007, 6.219)
C (-0.215, 0.700, 6.290)
S (0.247, -2.266, 2.982)
H (1.397, -1.936, 6.969)
H (2.363, -1.039, 5.756)
H (1.735, -2.655, 5.379)
H (-1.251, -1.847, 7.283)
H (-1.296, -3.050, 5.961)
H (-2.437, -1.707, 5.954)
H (-0.189, 0.394, 7.337)
H (-1.140, 1.230, 6.076)
H (0.628, 1.338, 6.064)
N (-7.151, -4.889, 0.665)
C (-5.918, -4.735, 1.214)
C (-4.927, -5.721, 1.034)
C (-3.668, -5.548, 1.552)
C (-3.372, -4.374, 2.252)
C (-4.350, -3.403, 2.477)
C (-5.607, -3.580, 1.959)
S (-1.830, -4.192, 2.997)
O (-1.073, -5.399, 2.891)
O (-1.989, -3.519, 4.244)
N (-0.896, -2.987, 2.042)
C (-0.587, -3.228, 0.664)
S (-0.836, -4.809, 0.002)
C (-0.239, -4.293, -1.501)
C (0.130, -3.002, -1.424)
N (-0.070, -2.385, -0.201)
H (-7.409, -5.760, 0.239)
H (-7.892, -4.251, 0.895)
H (-5.171, -6.629, 0.492)
H (-2.916, -6.320, 1.449)
H (-4.111, -2.529, 3.074)
H (-6.375, -2.831, 2.127)
H (-0.198, -4.963, -2.350)
H (0.547, -2.415, -2.229)

---

# 2
Formula: C30H45ClMoO2P2
Source: OMol25
Level of theory: ωB97M-V with the def2-TZVPD basis set

Properties
E_HOMO (spin up / spin down) (eV): -12.3055 / -12.3050
2S+1: 3
Expectation value of S²: 2.0804
Total charge: +2
HOMO-LUMO gap (spin up / spin down) (eV): 4.16 / 3.72

Geometry (Å):
Mo (-1.443, 0.165, 0.311)
C (-2.045, 2.433, 0.571)
C (-2.779, 1.579, 1.456)
C (-0.513, 1.419, 1.979)
C (-0.645, 2.301, 0.877)
C (-1.828, 0.999, 2.379)
C (-2.575, 3.568, -0.238)
H (-3.606, 3.410, -0.555)
H (-1.969, 3.789, -1.127)
H (-2.556, 4.497, 0.348)
C (0.438, 3.257, 0.473)
H (0.078, 4.026, -0.214)
H (1.297, 2.725, 0.036)
H (0.807, 3.800, 1.364)
C (0.743, 1.237, 2.782)
H (0.772, 1.932, 3.628)
H (1.624, 1.450, 2.166)
H (0.823, 0.209, 3.181)
C (-2.142, 0.453, 3.732)
H (-2.144, 1.271, 4.461)
H (-1.378, -0.244, 4.096)
H (-3.124, -0.021, 3.787)
C (-4.252, 1.616, 1.662)
H (-4.509, 2.332, 2.448)
H (-4.650, 0.639, 1.956)
H (-4.787, 1.901, 0.748)
C (-0.170, -1.942, -3.179)
C (-1.268, -1.277, -3.582)
C (-2.603, -1.888, -3.806)
C (-3.003, -2.954, -2.767)
C (-2.468, -2.739, -1.384)
C (-1.420, -3.458, -0.905)
C (-0.247, -3.987, -1.683)
C (-0.063, -3.431, -3.113)
H (-2.624, -2.359, -4.801)
H (-2.665, -3.930, -3.142)
H (-3.361, -1.087, -3.840)
H (-0.784, -3.899, -3.792)
H (0.779, -1.409, -3.039)
H (-1.162, -0.297, -4.061)
H (0.949, -3.715, -3.441)
H (0.661, -3.773, -1.099)
H (-1.461, -3.920, 0.086)
H (-0.293, -5.086, -1.759)
H (-4.105, -2.984, -2.706)
H (-3.122, -2.169, -0.722)
P (-0.240, 0.954, -1.652)
C (1.096, 1.258, -2.808)
C (-2.013, 1.126, -2.309)
P (-0.006, -1.389, 1.535)
C (0.050, -0.663, -0.801)
C (-1.638, -2.176, 1.868)
C (1.300, -2.633, 1.656)
H (2.035, 1.388, -2.214)
H (0.894, 2.202, -3.334)
H (1.196, 0.447, -3.535)
H (-2.584, 0.183, -2.232)
H (-1.914, 1.461, -3.341)
H (-2.565, 1.903, -1.768)
H (1.137, -3.481, 0.969)
H (1.286, -2.979, 2.709)
H (2.271, -2.148, 1.447)
H (1.130, -0.815, -0.654)
H (-0.457, -1.579, -1.132)
H (-1.904, -1.936, 2.907)
H (-1.558, -3.264, 1.739)
H (-2.446, -1.775, 1.192)
Cl (8.095, 2.002, 3.570)
C (6.750, 1.701, 2.542)
C (6.624, 2.400, 1.327)
C (5.522, 2.168, 0.517)
C (4.559, 1.222, 0.899)
C (4.691, 0.520, 2.100)
C (5.781, 0.767, 2.938)
C (3.356, 0.975, 0.005)
O (3.201, 1.794, -0.950)
O (2.618, -0.010, 0.329)
H (7.379, 3.125, 1.047)
H (5.363, 2.737, -0.397)
H (3.906, -0.186, 2.377)
H (5.878, 0.259, 3.884)

---

# 3
Formula: C30H45N15
Source: OMol25
Level of theory: ωB97M-V with the def2-TZVPD basis set

Properties
E_HOMO (eV): -11.2788
2S+1: 1
Total charge: 0
HOMO-LUMO gap (eV): 10.78

Geometry (Å):
C (-2.905, -2.313, -3.247)
C (-4.266, -1.876, -3.302)
N (-5.372, -1.602, -3.374)
H (-2.653, -3.336, -2.968)
H (-2.513, -1.599, -2.523)
H (-2.417, -2.200, -4.216)
C (-0.194, -0.320, 0.068)
C (-0.813, 0.884, -0.520)
N (-1.234, 1.892, -0.874)
H (-0.944, -1.111, 0.080)
H (0.149, -0.180, 1.093)
H (0.664, -0.645, -0.520)
C (-4.792, 3.797, -3.706)
C (-4.183, 3.378, -4.930)
N (-3.689, 3.133, -5.966)
H (-5.855, 3.556, -3.677)
H (-4.696, 4.855, -3.464)
H (-4.387, 3.042, -3.032)
C (1.152, -1.694, 5.272)
C (2.023, -2.139, 6.427)
N (2.755, -2.489, 7.266)
H (0.940, -0.631, 5.161)
H (0.171, -2.162, 5.356)
H (1.597, -2.194, 4.411)
C (-0.569, 1.301, -4.820)
C (-0.255, 0.052, -4.120)
N (-0.037, -0.899, -3.539)
H (-1.470, 1.250, -5.432)
H (0.269, 1.660, -5.417)
H (-0.890, 2.065, -4.111)
C (1.059, -4.793, -3.654)
C (0.511, -4.385, -2.379)
N (0.071, -4.053, -1.380)
H (1.013, -5.848, -3.924)
H (2.107, -4.502, -3.725)
H (0.571, -4.240, -4.457)
C (3.952, -0.279, -4.448)
C (3.943, 0.524, -5.639)
N (3.981, 1.210, -6.574)
H (2.929, -0.646, -4.361)
H (4.019, 0.403, -3.601)
H (4.764, -1.005, -4.474)
C (-2.056, 6.341, 0.808)
C (-1.352, 6.446, 2.120)
N (-0.850, 6.541, 3.144)
H (-2.460, 5.348, 0.612)
H (-1.264, 6.364, 0.061)
H (-2.757, 7.147, 0.591)
C (3.259, -5.535, -0.396)
C (4.193, -4.416, -0.452)
N (4.910, -3.540, -0.426)
H (3.312, -6.194, 0.471)
H (3.376, -6.171, -1.273)
H (2.255, -5.125, -0.508)
C (-4.314, 1.471, 1.434)
C (-4.229, 2.702, 0.714)
N (-4.233, 3.723, 0.138)
H (-3.648, 1.423, 2.295)
H (-3.924, 0.742, 0.724)
H (-5.357, 1.179, 1.563)
C (-3.134, -2.282, 5.039)
C (-3.218, -2.697, 6.455)
N (-3.194, -3.129, 7.536)
H (-2.765, -3.175, 4.534)
H (-2.425, -1.459, 4.948)
H (-4.150, -2.088, 4.697)
C (6.147, -0.586, -0.474)
C (7.117, 0.447, -0.064)
N (7.894, 1.248, 0.220)
H (6.615, -1.571, -0.472)
H (5.746, -0.298, -1.445)
H (5.311, -0.616, 0.225)
C (1.373, 3.686, 4.989)
C (0.866, 2.475, 4.369)
N (0.460, 1.561, 3.885)
H (0.622, 4.466, 5.119)
H (2.191, 4.026, 4.354)
H (1.627, 3.548, 6.040)
C (2.057, 3.363, 0.722)
C (1.659, 4.737, 0.400)
N (1.367, 5.845, 0.099)
H (2.585, 3.470, 1.670)
H (2.567, 2.837, -0.086)
H (1.083, 2.920, 0.929)
C (-1.286, -3.964, 1.752)
C (-1.293, -2.574, 2.301)
N (-1.277, -1.533, 2.705)
H (-0.298, -4.386, 1.934)
H (-1.724, -4.076, 0.760)
H (-1.895, -4.501, 2.479)

---

| no. | M (g mol⁻¹) |
| --- | --- |
| 1 | 942.7 |
| 2 | 631.0 |
| 3 | 615.8 |